No. 1
The following is a quantum chemistry calculation of the molecule C4H4OS in a non-equilibrium geometry, from OMol25.

## Properties
Relative energy (zero: lowest compared OMol25 entry of this formula, charge and spin) in kcal per mole: 3.9
E_HOMO in eV: -8.88
Gap between HOMO and LUMO in eV: 9.65
LUMO energy in eV: 0.77
SMILES: O=C1CC=CS1

XYZ file:
```
10
C4H4OS wB97M-V/def2-TZVPD
C -1.3756 -0.2628 -0.2025
C -0.2283 -0.6153 0.7195
C 1.0032 0.1295 0.2264
C 0.8348 0.8890 -0.8511
H -0.4679 -0.3015 1.7380
H 0.0153 -1.6634 0.7719
H 1.9840 0.0696 0.6873
H 1.5421 1.5772 -1.3497
O -2.4959 -0.7323 -0.2240
S -0.8116 0.9101 -1.5157
```

***

No. 2
The following is a quantum chemistry calculation of a cluster of 13 separate species, C42H82B3F18N16O14S6 in total in a non-equilibrium geometry, from OMol25.

## Properties
Total charge: +1
E_HOMO in eV: -10.41
Gap between HOMO and LUMO in eV: 7.84
LUMO energy in eV: -2.57

XYZ file:
```
181
C42H82B3F18N16O14S6 wB97M-V/def2-TZVPD
C 3.9173 -4.0707 4.6818
C 3.5100 -2.8799 3.7268
N 4.3238 -2.9095 2.5447
C 4.4556 -3.9177 1.6321
C 5.2642 -3.4775 0.5952
N 5.7307 -2.2055 0.9315
C 5.0565 -1.8233 2.0865
C 6.8038 -1.4155 0.3423
H 3.7643 -5.0942 4.3397
H 3.4729 -3.9114 5.6643
H 4.9758 -4.1336 4.9346
H 3.7736 -1.9809 4.2839
H 2.4501 -2.8047 3.4837
H 3.7878 -4.7481 1.8076
H 5.5271 -4.0718 -0.2674
H 5.1294 -0.9610 2.7326
H 6.4985 -1.1601 -0.6725
H 7.7607 -1.9216 0.4702
H 7.0629 -0.4708 0.8201
C 2.3768 0.5208 9.4253
C 1.7554 1.8198 8.9175
N 1.5577 1.7633 7.5021
C 0.4037 1.9972 6.8367
C 0.7105 1.8247 5.4961
N 2.0657 1.7168 5.3264
C 2.5361 1.5297 6.5982
C 2.8562 1.5067 4.1309
H 1.7283 -0.3373 9.2484
H 2.6213 0.7087 10.4707
H 3.3284 0.3612 8.9183
H 2.2195 2.7645 9.2007
H 0.8289 1.8167 9.4917
H -0.5380 2.1653 7.3380
H 0.0605 1.7887 4.6344
H 3.5326 1.1922 6.8418
H 2.6058 2.3826 3.5325
H 2.6649 0.5656 3.6152
H 3.9366 1.4965 4.2751
C 0.6644 -4.8686 1.4489
C -0.4155 -5.8654 2.2338
N 0.1037 -6.3374 3.5300
C 0.7507 -5.5931 4.4538
C 1.0952 -6.3985 5.5821
N 0.5319 -7.6272 5.3246
C -0.0330 -7.5686 4.0973
C 0.5161 -8.7727 6.0937
H 0.4579 -4.7469 0.3856
H 1.6356 -5.3619 1.4101
H 0.6855 -3.9528 2.0397
H -0.6815 -6.7438 1.6458
H -1.3882 -5.3871 2.3488
H 0.9768 -4.5543 4.2634
H 1.6135 -6.1896 6.5063
H -0.5692 -8.4212 3.7074
H 0.5765 -8.6398 7.1739
H 1.4009 -9.3493 5.8240
H -0.3682 -9.3801 5.9014
C -3.6950 -1.2642 -4.6783
C -4.7549 -0.3563 -4.1758
N -4.3199 0.3301 -3.0242
C -4.1773 -0.1716 -1.7388
C -3.5561 0.8797 -0.9982
N -3.1408 1.8711 -1.8664
C -3.7333 1.6008 -3.0193
C -2.4975 3.0615 -1.4746
H -3.3250 -1.9116 -3.8833
H -2.8558 -0.7110 -5.1001
H -4.0892 -1.9260 -5.4496
H -5.6241 -0.9005 -3.8064
H -5.0258 0.2989 -5.0037
H -4.5719 -1.1204 -1.4066
H -3.3234 0.9809 0.0516
H -3.6580 2.2428 -3.8845
H -1.5415 2.9276 -0.9683
H -3.1990 3.6314 -0.8653
H -2.2377 3.6828 -2.3316
C -3.2598 9.9860 -1.4716
C -2.6889 9.0842 -2.6795
N -1.3068 8.6349 -2.4749
C -0.2461 9.2603 -3.0200
C 0.8428 8.5533 -2.5660
N 0.4773 7.4870 -1.8046
C -0.8813 7.5557 -1.7325
C 1.3268 6.4601 -1.2182
H -2.8162 10.9801 -1.4172
H -3.0534 9.4625 -0.5381
H -4.3300 10.1427 -1.6065
H -2.5905 9.6390 -3.6125
H -3.3882 8.2640 -2.8423
H -0.3418 10.1077 -3.6826
H 1.9074 8.7191 -2.6406
H -1.4406 6.8394 -1.1489
H 0.8585 5.5030 -1.4477
H 1.5434 6.6291 -0.1634
H 2.2688 6.3911 -1.7622
C 1.7657 -2.7363 -3.4347
C 0.6938 -1.9453 -4.2675
N -0.2193 -2.7981 -4.9245
C -1.1234 -3.6584 -4.2680
C -1.8220 -4.3102 -5.2715
N -1.2475 -4.0029 -6.5127
C -0.3883 -2.9337 -6.2630
C -1.6241 -4.5168 -7.8434
H 1.3080 -3.3215 -2.6371
H 2.3748 -1.9488 -2.9907
H 2.2654 -3.5444 -3.9688
H 1.1992 -1.3027 -4.9884
H 0.1866 -1.2491 -3.5996
H -1.1636 -3.7961 -3.1976
H -2.6220 -5.0326 -5.2046
H 0.1499 -2.4161 -7.0432
H -1.8381 -3.7454 -8.5831
H -2.5895 -5.0101 -7.7302
H -0.8091 -5.1701 -8.1549
C -0.2444 1.5451 -3.7492
O 0.1987 1.0981 -2.4893
C 1.1939 2.0201 -1.9305
C 1.8016 1.4899 -0.5788
N 0.6588 0.8715 0.2649
H 0.1434 1.4995 0.8650
H -0.0677 0.5126 -0.3381
C 1.1811 -0.1928 1.2389
C 1.5729 -1.4372 0.5248
O 0.6286 -2.0272 -0.3859
C -0.7241 -2.1145 0.1261
H -0.7561 2.5033 -3.6588
H -0.8815 0.7824 -4.1970
H 0.5796 1.7532 -4.4317
H 0.7815 3.0164 -1.7716
H 2.0948 2.1069 -2.5380
H 2.2716 2.3589 -0.1183
H 2.6025 0.7681 -0.7393
H 0.3147 -0.2616 1.8968
H 2.0371 0.1744 1.8050
H 1.7836 -2.1541 1.3183
H 2.5529 -1.3035 0.0668
H -0.6215 -2.4744 1.1499
H -1.2861 -2.9115 -0.3607
H -1.3523 -1.2248 0.1691
N -3.5603 -5.6640 -2.6209
S -4.3582 -4.4892 -2.1833
O -3.6327 -3.3036 -1.7491
O -5.6896 -4.7383 -1.6276
F -4.8114 -4.0004 -3.6773
S -2.9823 -6.0511 -1.0754
O -3.8469 -5.9143 0.0946
O -1.5083 -5.8953 -0.8911
F -3.1678 -7.6936 -1.2580
N -4.1009 4.5166 -4.2180
S -4.9205 5.6251 -3.6224
O -5.5830 6.4619 -4.6155
O -4.3494 6.1188 -2.3950
F -6.2082 4.8024 -3.0796
S -2.9166 5.5116 -4.9659
O -1.9218 6.0105 -4.0849
O -3.2755 6.2706 -6.1198
F -2.1419 4.2159 -5.6230
N -0.8395 2.6029 1.8346
S -0.6224 4.0751 2.1771
O -0.4833 4.5124 3.5663
O -1.2602 5.0119 1.2064
F 0.8502 4.0988 1.6577
S -2.3398 2.5415 2.4938
O -3.4406 2.9421 1.5893
O -2.5333 2.5839 3.9130
F -2.5259 0.9647 2.2010
B -0.1493 -1.4061 4.6174
F -0.3066 -2.6012 3.9331
F -1.0227 -0.5310 4.0912
F -0.4336 -1.5862 5.9302
F 1.1406 -1.0680 4.4092
B 5.1529 1.5710 1.2360
F 4.3617 0.5559 0.8618
F 5.9602 1.8222 0.1658
F 4.3430 2.6036 1.5091
F 5.9294 1.3158 2.3846
B -1.0837 0.9335 -7.1479
F -0.1713 0.0749 -6.5678
F -1.9027 1.5845 -6.2327
F -0.3788 1.8807 -7.8870
F -1.8532 0.0605 -7.9410
```

***

No. 3
The following is a quantum chemistry calculation of the molecule C8H14N6 in a non-equilibrium geometry, from OMol25.

## Properties
Relative energy (zero: lowest compared OMol25 entry of this formula, charge and spin) in kcal per mole: 55.2
E_HOMO in eV: -7.45
Gap between HOMO and LUMO in eV: 8.39
LUMO energy in eV: 0.94
SMILES: NN(Cc1ccccc1)C1NNNN1

XYZ file:
```
28
C8H14N6 wB97M-V/def2-TZVPD
C -3.1622 -2.6691 0.4779
C -2.5382 -2.0363 1.5557
C -2.2844 -2.8570 -0.6194
C -1.2432 -1.5756 1.5868
C -1.0059 -2.2017 -0.5527
C -0.4540 -1.6752 0.4982
N 1.7432 0.1914 -1.6263
N 2.2257 3.3994 -0.1096
N 0.9289 3.7561 -0.5137
N 1.9798 2.1764 0.5664
N 0.3232 2.4560 -0.8771
N 1.0808 0.2215 -0.3240
C 0.9614 -1.0968 0.4473
C 0.6795 1.5515 0.1692
H -4.1755 -3.0743 0.5537
H -3.2386 -1.9295 2.3526
H -2.5922 -3.3407 -1.4771
H -0.8692 -1.1485 2.5284
H -0.3851 -2.2726 -1.4624
H 1.0474 0.1394 -2.4201
H 2.3552 0.9579 -1.7251
H 2.5145 4.0505 0.5224
H 0.9285 4.3711 -1.3288
H 2.7698 1.5576 0.2220
H -0.6699 2.4178 -1.0014
H 1.5705 -1.7971 -0.0525
H 1.3703 -1.0078 1.4798
H 0.1398 1.4357 1.1296
```

***

Q: The highest E_HOMO belongs to which entry?
A: C8H14N6

***

Q: Among the records above, which one has the highest gap between HOMO and LUMO?
A: C4H4OS

***

Q: Which value of LUMO energy does entry 3 give?
A: 0.94 eV